DFT (the ωB97M-V functional and the def2-TZVPD basis) results for C41H57BeCl4F5IN5O13S as an isolated structure in a non-equilibrium geometry.

For the HOMO-LUMO gap, the calculation gives 2.02 eV. As for the total energy: -5897.9564 Ha. For the highest occupied orbital energy, the calculation gives -7.52 eV. The molecular weight comes out at 1232.7 g/mol. For the LUMO energy, the calculation gives -5.502 eV.

CARTESIAN COORDINATES (ANGSTROEM)
C1 -2.5589 0.3624 7.1708
C2 -1.5516 -0.9265 6.9771
C3 -0.4396 -0.5325 5.7914
C4 1.0380 0.1160 6.2173
I1 1.4299 0.4418 8.3906
C5 2.1786 0.5056 5.0575
C6 3.6660 1.1037 5.4720
C7 4.8761 0.0545 4.9902
C8 4.4770 -1.5242 5.1799
N1 4.1345 -2.1921 3.8387
C9 1.7034 0.2472 3.4747
C10 2.7923 0.6251 2.2627
C11 3.2604 2.1972 2.2772
C12 2.8393 3.0610 0.9491
O1 2.8374 4.4160 1.0797
O2 2.4744 2.5243 -0.3713
C13 0.2188 -0.3952 3.0725
N2 -0.0600 -0.5700 1.6062
C14 -1.3956 -1.1935 1.3173
C15 -2.4303 -1.5777 2.5116
S1 -4.0875 -2.3582 1.9675
C16 -3.7689 -4.0590 1.2461
O3 -4.9918 -2.4716 3.2232
O4 -4.7033 -1.3425 0.9591
N3 -2.2496 -1.3902 3.9914
C17 -0.8784 -0.8096 4.2013
H1 -3.4854 0.1460 7.8728
H2 -3.0246 0.5733 6.0941
H3 -2.0345 1.3390 7.5470
H4 -2.2436 -1.8212 6.5953
H5 -1.0525 -1.3109 7.9632
H6 3.8192 1.2281 6.6334
H7 3.9179 2.1387 4.9867
H8 5.7955 0.2806 5.7025
H9 5.2130 0.3595 3.9120
H10 3.6442 -1.6952 6.0014
H11 5.4503 -2.0868 5.5718
H12 4.2009 -3.2423 3.9966
H13 4.9290 -1.9143 3.1907
H14 3.7732 -0.0519 2.3280
H15 2.3510 0.4161 1.1835
H16 2.7649 2.7129 3.2079
H17 4.4528 2.2008 2.3218
H18 1.5320 2.8860 -0.5297
H19 -1.6873 -1.3845 0.1933
H20 -2.7737 -4.5670 1.6500
H21 -3.6326 -3.9561 0.0732
H22 -4.7078 -4.7808 1.3954
F1 -1.0776 2.5607 6.6923
Be1 6.5595 -3.2915 4.4134
C18 9.6147 -3.0964 2.0788
O5 8.2768 -2.7572 1.7639
H23 9.6146 -3.8213 2.8961
H24 10.0953 -3.5387 1.2026
H25 10.1554 -2.1993 2.3902
H26 8.3089 -2.1132 1.0361
C19 1.4523 3.2404 -6.7043
C20 1.6099 4.1218 -5.6336
C21 1.0784 3.8046 -4.3820
C22 0.3918 2.5944 -4.2121
C23 0.2256 1.7113 -5.2873
C24 0.7591 2.0408 -6.5349
N4 -0.1471 2.2435 -2.8927
O6 0.0041 3.0597 -1.9714
O7 -0.7185 1.1501 -2.7744
H27 1.8734 3.4896 -7.6769
H28 2.1501 5.0556 -5.7739
H29 1.2098 4.5020 -3.5576
H30 -0.3093 0.7711 -5.1706
H31 0.6380 1.3605 -7.3750
O8 -0.1185 4.9747 -9.4003
C25 0.7023 5.8331 -9.7192
O9 2.0269 5.6020 -9.5630
C26 3.0666 6.4501 -10.0820
C27 3.3690 7.5838 -9.1231
C28 0.2518 7.1821 -10.1956
H32 2.8236 6.8009 -11.0885
H33 3.9577 5.8185 -10.1829
H34 2.5003 8.2323 -8.9804
H35 4.1979 8.1928 -9.4946
H36 3.6343 7.1902 -8.1362
H37 0.0293 7.8122 -9.3325
H38 -0.6573 7.0509 -10.7926
H39 0.9696 7.6826 -10.8435
O10 -1.0609 -6.2429 -1.8323
C29 -1.0529 -5.1916 -2.4705
O11 -0.3166 -4.1394 -2.0429
C30 -0.0831 -2.9453 -2.8105
C31 -1.2145 -1.9542 -2.6267
C32 -1.9286 -5.0228 -3.6765
H40 0.1050 -3.1824 -3.8610
H41 0.8445 -2.5065 -2.4232
H42 -2.1648 -2.3576 -2.9866
H43 -1.0061 -1.0261 -3.1665
H44 -1.3519 -1.7224 -1.5653
H45 -2.9329 -4.7410 -3.3549
H46 -1.9732 -5.9803 -4.2069
H47 -1.5531 -4.2961 -4.3951
C33 6.3003 2.8503 -1.1214
Cl1 5.8649 4.4751 -0.5341
Cl2 6.0835 1.6662 0.1923
Cl3 5.2508 2.4137 -2.4935
Cl4 8.0017 2.8459 -1.6501
C34 -8.2383 -3.4414 5.6240
C35 -7.1212 -4.3387 5.1219
O12 -6.8588 -5.3989 6.0547
C36 -7.7420 -6.4462 6.0361
O13 -8.7082 -6.5170 5.2823
C37 -7.3268 -7.5205 7.0426
F2 -7.0201 -7.0035 8.2666
F3 -6.2222 -8.2091 6.6338
F4 -8.2973 -8.4527 7.2588
H48 -8.0054 -3.0637 6.6248
H49 -8.3867 -2.5949 4.9493
H50 -9.1819 -3.9886 5.7036
H51 -6.1977 -3.7569 5.0348
H52 -7.3414 -4.7455 4.1272
N5 -3.9755 1.0685 -3.3069
C38 -4.4071 0.1782 -4.2553
C39 -5.6289 0.6108 -4.7204
C40 -5.9424 1.8073 -4.0325
C41 -4.9029 2.0682 -3.1680
H53 -3.1079 0.9993 -2.7910
H54 -3.8103 -0.6855 -4.5163
H55 -6.2290 0.1184 -5.4746
H56 -6.8305 2.4137 -4.1549
H57 -4.7447 2.8768 -2.4669
F5 5.8843 2.0029 5.8148

DFT (the ωB97M-V functional and the def2-TZVPD basis) results for C41H58AgAsN6S as an isolated structure in a non-equilibrium geometry.

For the HOMO-LUMO gap, the calculation gives 2.93 eV. As for the total energy: -4706.4624 Ha. As for the energy above the lowest of the compared OMol25 structures with the same formula, charge and spin: 29.6 kcal per mole. For the highest occupied orbital energy, the calculation gives 1.08 eV. The molecular weight comes out at 849.8 g/mol. For the LUMO energy, the calculation gives 4.008 eV. The net charge is -2.

CARTESIAN COORDINATES (ANGSTROEM)
Ag1 0.4522 -0.2660 1.3008
C1 2.2833 4.0008 -2.6730
C2 2.5150 5.0915 -1.6664
C3 3.5046 6.0516 -1.8952
C4 3.7024 7.1100 -0.9974
C5 2.9008 7.2152 0.1194
C6 1.9231 6.2658 0.3755
C7 1.7447 5.1764 -0.5072
N1 0.7437 4.2352 -0.2267
C8 0.9429 2.8647 0.0209
N2 2.2352 2.4962 0.0361
C9 2.9027 1.2559 -0.0608
C10 2.2234 0.0199 0.0005
C11 3.0412 -1.0789 -0.3180
C12 4.3873 -0.9864 -0.6323
C13 5.0269 0.2353 -0.5385
C14 4.2934 1.3730 -0.2351
C15 5.0240 2.6849 -0.0537
N3 -0.0655 2.1058 0.2317
C16 -1.3458 2.6293 0.2651
C17 -2.1276 2.6726 -0.8873
C18 -3.4194 3.1659 -0.8551
C19 -3.9497 3.6376 0.3322
C20 -3.1786 3.5992 1.4847
C21 -1.8846 3.1060 1.4788
C22 -1.0601 3.0597 2.7175
H1 2.5329 4.3502 -3.6761
H2 1.2405 3.6874 -2.6522
H3 2.8923 3.1206 -2.4622
H4 4.1215 5.9766 -2.7827
H5 4.4751 7.8442 -1.1936
H6 3.0415 8.0372 0.8123
H7 1.2951 6.3335 1.2527
H8 -0.0723 4.5985 0.2459
H9 2.8564 3.2876 -0.0556
H10 2.5987 -2.0713 -0.3160
H11 4.9536 -1.8729 -0.9028
H12 6.1014 0.3152 -0.6866
H13 6.0990 2.5072 -0.0238
H14 4.7431 3.1575 0.8891
H15 4.8312 3.3940 -0.8623
H16 -1.6871 2.3440 -1.8163
H17 -4.0068 3.2015 -1.7657
H18 -4.9611 4.0254 0.3590
H19 -3.5940 3.9666 2.4166
H20 -1.5665 3.5547 3.5439
H21 -0.0831 3.5212 2.5649
H22 -0.8649 2.0067 2.9792
C23 -3.0404 -1.0896 2.2157
C24 -2.6811 -0.9157 3.6570
C25 -3.5779 -1.2385 4.6475
C26 -3.2755 -1.0923 5.9973
C27 -2.0156 -0.6020 6.3366
C28 -1.0866 -0.2681 5.3860
C29 0.2804 0.2302 5.7590
C30 -1.3666 -0.4018 3.9693
N4 -0.4921 -0.0258 3.0930
H23 -3.9377 -1.7046 2.1083
H24 -2.2121 -1.5618 1.6720
H25 -3.2149 -0.1171 1.7322
H26 -4.5628 -1.6077 4.3625
H27 -3.9910 -1.3732 6.7617
H28 -1.7634 -0.4900 7.3905
H29 0.5081 0.0427 6.8109
H30 0.3786 1.3019 5.5621
H31 1.0166 -0.2707 5.1301
C31 -5.9069 -0.4529 -1.7991
C32 -4.8288 -0.2266 -0.7488
As1 -2.9347 -0.7634 -1.1583
C33 -3.3458 -2.6831 -1.5275
C34 -2.2349 -3.4514 -2.2290
C35 -2.8629 -0.1501 -3.0628
C36 -1.4166 -0.0787 -3.5324
H32 -6.8795 -0.1246 -1.4259
H33 -5.9923 -1.5081 -2.0533
H34 -5.6905 0.1024 -2.7101
H35 -5.1081 -0.7605 0.1628
H36 -4.7905 0.8368 -0.4953
H37 -4.2683 -2.7569 -2.1125
H38 -3.5350 -3.1418 -0.5535
H39 -2.0331 -3.0399 -3.2183
H40 -2.5140 -4.5002 -2.3565
H41 -1.3216 -3.4193 -1.6367
H42 -3.3059 0.8479 -3.1077
H43 -3.4485 -0.8019 -3.7185
H44 -0.8591 0.6212 -2.9120
H45 -1.3377 0.2381 -4.5757
H46 -0.9345 -1.0482 -3.4316
C37 2.0622 -6.6030 -1.1983
C38 1.5125 -5.8681 0.0175
N5 0.6410 -4.7720 -0.3976
C39 -0.0558 -4.1670 0.6895
S1 0.6372 -3.0859 1.7431
N6 -1.4137 -4.4752 0.7737
C40 -1.9194 -5.7573 0.3645
C41 -1.8179 -6.8557 1.4329
H47 2.6312 -7.4783 -0.8944
H48 2.7136 -5.9506 -1.7727
H49 1.2478 -6.9243 -1.8425
H50 2.3404 -5.5239 0.6563
H51 0.9149 -6.5644 0.6089
H52 1.2187 -4.0592 -0.8385
H53 -1.8155 -4.1001 1.6255
H54 -1.3522 -6.0507 -0.5235
H55 -2.9733 -5.6379 0.0796
H56 -0.7865 -6.9806 1.7531
H57 -2.1788 -7.8018 1.0321
H58 -2.4064 -6.5928 2.3111

DFT (the ωB97M-V functional and the def2-TZVPD basis) results for C41H58CoN7O6S as an isolated structure in a non-equilibrium geometry.

For the HOMO-LUMO gap (alpha / beta), the calculation gives 7.62 / 7.61 eV. As for the total energy: -4212.6937 Ha. As for the energy above the lowest of the compared OMol25 structures with the same formula, charge and spin: 0.0 kcal per mole. For the highest occupied orbital energy (alpha / beta), the calculation gives -9.51 / -9.51 eV. The molecular weight comes out at 836.0 g/mol. For the LUMO energy (alpha / beta), the calculation gives -1.889 / -1.894 eV. Its spin multiplicity is 2. The net charge is +1.

CARTESIAN COORDINATES (ANGSTROEM)
Co1 -0.9186 -0.4234 0.4296
C1 3.8040 3.8270 4.9797
O1 3.2996 3.4237 3.7116
C2 2.2767 2.5459 3.6831
C3 1.6916 2.0006 4.8491
C4 0.6477 1.1286 4.7058
C5 0.1159 0.7557 3.4517
C6 -1.0258 -0.1076 3.3468
C7 -1.5831 -0.8410 4.5338
O2 -1.6287 -0.2987 2.2678
C8 0.7197 1.3064 2.2635
O3 0.3420 1.0470 1.0720
C9 1.8145 2.1889 2.4388
H1 4.6067 4.5267 4.7727
H2 4.2017 2.9780 5.5381
H3 3.0344 4.3246 5.5721
H4 2.0453 2.2586 5.8362
H5 0.2057 0.7346 5.6099
H6 -1.3972 -0.3652 5.4906
H7 -1.1110 -1.8253 4.5231
H8 -2.6540 -0.9755 4.3903
H9 2.2841 2.5996 1.5516
C10 6.2195 -0.6553 0.8200
C11 5.4304 -0.6893 -0.4911
C12 5.6838 0.6253 -1.2421
C13 5.9214 -1.8717 -1.3427
C14 3.9356 -0.8753 -0.2454
C15 3.4143 -1.2674 0.9812
C16 2.0449 -1.4137 1.1370
N1 1.1772 -1.1941 0.1544
C17 1.6633 -0.8416 -1.0320
C18 3.0154 -0.6803 -1.2735
C19 0.6238 -0.5764 -2.0529
C20 0.8682 -0.6560 -3.4121
C21 -0.1481 -0.4223 -4.3331
C22 -1.3901 -0.0679 -3.8107
C23 -1.5632 0.0072 -2.4426
N2 -0.5916 -0.2600 -1.5726
C24 0.1276 -0.5131 -5.8310
C25 1.0005 0.6901 -6.2218
C26 -1.1640 -0.4805 -6.6507
C27 0.8739 -1.8187 -6.1447
H10 7.2643 -0.4222 0.6081
H11 6.1959 -1.6193 1.3333
H12 5.8323 0.1112 1.4961
H13 6.7579 0.7711 -1.3702
H14 5.2870 1.4754 -0.6821
H15 5.2320 0.6286 -2.2351
H16 6.9980 -1.7919 -1.5102
H17 5.4233 -1.8906 -2.3146
H18 5.7209 -2.8202 -0.8396
H19 4.0568 -1.4428 1.8320
H20 1.6182 -1.7047 2.0894
H21 3.3468 -0.3651 -2.2540
H22 1.8634 -0.9155 -3.7483
H23 -2.2287 0.1567 -4.4539
H24 -2.5113 0.2897 -2.0098
H25 0.4933 1.6285 -5.9871
H26 1.2052 0.6711 -7.2948
H27 1.9552 0.6764 -5.6919
H28 -1.6579 0.4921 -6.5911
H29 -1.8658 -1.2518 -6.3243
H30 -0.9294 -0.6641 -7.7004
H31 1.8619 -1.8485 -5.6833
H32 1.0104 -1.9146 -7.2233
H33 0.3076 -2.6842 -5.7929
N3 -2.1344 1.7328 0.0083
C28 -1.9746 2.8621 0.2085
N4 -1.7212 4.1382 0.4162
C29 -2.5165 5.2090 -0.1810
C30 -1.5762 6.3342 -0.5778
O4 -0.7838 6.7509 0.5193
C31 0.0223 5.6921 1.0177
C32 -0.8445 4.5578 1.5190
H34 -3.2413 5.5819 0.5492
H35 -3.0494 4.8297 -1.0507
H36 -2.1478 7.2018 -0.8995
H37 -0.9331 6.0024 -1.4023
H38 0.6186 6.1013 1.8305
H39 0.6911 5.3263 0.2295
H40 -1.4574 4.9119 2.3531
H41 -0.2426 3.7157 1.8473
C33 -4.6120 -2.7775 1.9721
C34 -5.3116 -1.7492 1.0916
S1 -4.1750 -0.3906 0.7541
O5 -3.0893 -1.0461 -0.0792
C35 -5.2221 0.5213 -0.4070
C36 -6.0949 1.5274 0.3369
H42 -5.2012 -3.6921 2.0286
H43 -4.4666 -2.3980 2.9842
H44 -3.6310 -3.0186 1.5564
H45 -6.1840 -1.3102 1.5830
H46 -5.6072 -2.1684 0.1288
H47 -5.8036 -0.1920 -0.9918
H48 -4.5098 1.0281 -1.0564
H49 -6.7832 1.0370 1.0283
H50 -6.6900 2.1081 -0.3676
H51 -5.4736 2.2167 0.9120
C37 -0.3184 -5.5148 3.1377
N5 -0.7179 -4.9761 1.8407
C38 -1.0509 -5.7785 0.8071
C39 -1.4289 -5.2670 -0.3800
C40 -1.4938 -3.8431 -0.4733
N6 -1.1069 -3.0425 0.5048
C41 -0.6735 -3.5751 1.6840
O6 -0.2489 -2.9130 2.6226
N7 -1.9648 -3.2786 -1.6023
H52 -0.2997 -6.6001 3.0789
H53 -1.0216 -5.2022 3.9073
H54 0.6635 -5.1379 3.4098
H55 -1.0058 -6.8441 0.9887
H56 -1.7077 -5.9044 -1.2059
H57 -2.3658 -3.8632 -2.3108
H58 -2.2642 -2.3169 -1.5342

DFT (the ωB97M-V functional and the def2-TZVPD basis) results for C41H58CoN7O6S as an isolated structure in a non-equilibrium geometry.

For the HOMO-LUMO gap (alpha / beta), the calculation gives 7.49 / 7.46 eV. As for the total energy: -4212.7163 Ha. As for the energy above the lowest of the compared OMol25 structures with the same formula, charge and spin: 26.0 kcal per mole. For the highest occupied orbital energy (alpha / beta), the calculation gives -9.55 / -9.55 eV. The molecular weight comes out at 836.0 g/mol. For the LUMO energy (alpha / beta), the calculation gives -2.063 / -2.086 eV. Its spin multiplicity is 4. The net charge is +1.

CARTESIAN COORDINATES (ANGSTROEM)
Co1 -0.2792 0.0463 -0.0544
C1 2.4681 -5.1925 3.6892
O1 2.2394 -5.7470 2.4156
C2 1.7004 -4.9596 1.4571
C3 1.3705 -5.6149 0.2470
C4 0.7391 -4.9358 -0.7502
C5 0.4191 -3.5644 -0.6401
C6 -0.3340 -2.8362 -1.6103
C7 -0.5440 -3.3763 -3.0086
O2 -0.8679 -1.7324 -1.3541
C8 0.8447 -2.8570 0.5455
O3 0.7574 -1.5993 0.6964
C9 1.4433 -3.6187 1.5848
H1 2.8293 -6.0083 4.3116
H2 1.5434 -4.7916 4.1163
H3 3.2238 -4.4024 3.6546
H4 1.5982 -6.6643 0.1585
H5 0.4439 -5.4861 -1.6312
H6 -0.3750 -4.4426 -3.0856
H7 0.1395 -2.8709 -3.6901
H8 -1.5555 -3.1357 -3.3282
H9 1.6740 -3.0758 2.4860
C10 0.8240 7.1774 -0.4613
C11 -0.0919 6.5021 0.5628
C12 0.5122 6.7095 1.9601
C13 -1.4734 7.1707 0.4911
C14 -0.2377 5.0086 0.3294
C15 -1.0906 4.2585 1.1368
C16 -1.1738 2.8903 0.9577
N1 -0.4710 2.2291 0.0575
C17 0.3059 2.9238 -0.7769
C18 0.4411 4.3090 -0.6613
C19 0.9749 2.1286 -1.8218
C20 1.8468 2.6801 -2.7571
C21 2.4721 1.8842 -3.7151
C22 2.1938 0.5242 -3.6594
C23 1.3071 0.0495 -2.7075
N2 0.6955 0.8176 -1.8253
C24 3.3901 2.4986 -4.7538
C25 4.0218 1.4400 -5.6633
C26 4.5236 3.2684 -4.0581
C27 2.5458 3.4477 -5.6179
H10 0.9001 8.2370 -0.2276
H11 0.4258 7.0853 -1.4693
H12 1.8273 6.7584 -0.4305
H13 0.5606 7.7719 2.1857
H14 1.5194 6.3015 2.0019
H15 -0.0792 6.2229 2.7303
H16 -1.3648 8.2454 0.6125
H17 -2.1381 6.8121 1.2718
H18 -1.9419 6.9804 -0.4721
H19 -1.6827 4.7285 1.9047
H20 -1.8380 2.3058 1.5728
H21 1.0793 4.8427 -1.3429
H22 2.0452 3.7379 -2.7438
H23 2.6535 -0.1698 -4.3399
H24 1.0806 -1.0030 -2.6628
H25 4.6221 0.7377 -5.0884
H26 4.6765 1.9241 -6.3841
H27 3.2624 0.8955 -6.2197
H28 5.0736 2.6075 -3.3899
H29 4.1506 4.1109 -3.4814
H30 5.2173 3.6519 -4.8030
H31 1.7377 2.8992 -6.0982
H32 3.1641 3.8954 -6.3913
H33 2.1073 4.2471 -5.0258
N3 -2.2721 0.4655 -0.7326
C28 -3.3680 0.1246 -0.6120
N4 -4.6224 -0.1782 -0.4818
C29 -5.3156 -1.0591 -1.4043
C30 -6.7168 -0.4879 -1.6561
O4 -7.4027 -0.2822 -0.4439
C31 -6.7246 0.6386 0.3737
C32 -5.3386 0.1022 0.7494
H34 -5.4075 -2.0588 -0.9589
H35 -4.7556 -1.1299 -2.3372
H36 -7.3207 -1.1917 -2.2296
H37 -6.6369 0.4596 -2.2103
H38 -7.3426 0.7761 1.2609
H39 -6.6154 1.6021 -0.1472
H40 -5.4533 -0.8226 1.3311
H41 -4.7853 0.8334 1.3405
C33 3.3269 -0.6290 3.1160
C34 4.0249 0.0020 1.9310
S1 2.9998 -0.2306 0.4061
O5 1.9145 0.7680 0.5268
C35 4.2279 0.6203 -0.7306
C36 5.0134 -0.3736 -1.5620
H42 3.8561 -0.4047 4.0409
H43 3.2936 -1.7083 2.9961
H44 2.3100 -0.2490 3.1802
H45 4.9889 -0.4692 1.7462
H46 4.1435 1.0752 2.0703
H47 4.8950 1.2397 -0.1365
H48 3.6257 1.2636 -1.3665
H49 5.5987 -1.0380 -0.9319
H50 5.7020 0.1554 -2.2207
H51 4.3510 -0.9827 -2.1720
C37 -1.7270 0.8872 5.2512
N5 -1.9547 -0.0223 4.1528
C38 -2.8384 -1.0276 4.2318
C39 -3.0521 -1.8505 3.1752
C40 -2.3408 -1.5700 1.9696
N6 -1.4982 -0.5542 1.8889
C41 -1.1865 0.1930 2.9742
O6 -0.3235 1.0400 2.9915
N7 -2.5743 -2.2970 0.8678
H52 -2.3094 0.5843 6.1184
H53 -2.0085 1.8999 4.9554
H54 -0.6661 0.9047 5.5004
H55 -3.3634 -1.1528 5.1707
H56 -3.7437 -2.6734 3.2304
H57 -2.9972 -3.2036 0.9642
H58 -1.9569 -2.1102 0.0799

Question: Number 4 is which compound?
Answer: C41H58CoN7O6S

Question: Which value of molecular weight does entry 1 give?
Answer: 1232.7 g/mol